ORCA calculation (wB97M-V/def2-TZVPD) on an isolated ion of composition C16H29ClNSi and charge +1 in a non-equilibrium geometry.

```
48
C16H29ClNSi (wB97M-V/def2-TZVPD)
C 0.55 0.96 1.98
Si -0.34 2.31 0.88
C 0.09 3.99 1.74
C -2.22 1.94 0.98
C -2.81 1.00 -0.17
C -2.71 -0.57 0.12
C -1.22 -1.16 -0.07
C -1.18 -2.63 -0.72
C 0.37 -2.92 -1.15
C 1.19 -3.73 -0.01
C 1.79 -2.72 1.10
N 0.95 -2.67 2.35
Cl 1.35 -3.94 3.49
C 0.43 2.17 -0.86
C 1.90 1.61 -0.95
C 2.66 1.42 -2.30
C 1.90 1.80 -3.61
C 0.47 2.40 -3.60
C -0.22 2.57 -2.21
H 1.00 0.17 1.28
H 1.40 1.44 2.59
H -0.25 0.50 2.67
H 1.23 4.18 1.77
H -0.47 4.88 1.29
H -0.23 3.94 2.85
H -2.41 1.41 2.00
H -2.79 2.93 0.97
H -3.94 1.24 -0.23
H -2.40 1.18 -1.22
H -3.35 -1.09 -0.69
H -3.20 -0.89 1.12
H -0.74 -1.21 0.96
H -0.63 -0.45 -0.75
H -1.47 -3.47 0.02
H -1.79 -2.76 -1.67
H 0.90 -1.89 -1.22
H 0.46 -3.43 -2.16
H 0.55 -4.56 0.44
H 2.10 -4.22 -0.51
H 2.82 -3.15 1.42
H 2.02 -1.68 0.68
H 1.11 -1.75 2.83
H -0.07 -2.81 2.16
H 2.46 1.33 0.00
H 3.72 0.97 -2.29
H 2.43 1.64 -4.61
H -0.12 2.70 -4.53
H -1.30 2.98 -2.17
```

Gap between HOMO and LUMO: 6.581 eV
Total charge: +1
SMILES: C[Si](C)(CCCCCCCC[NH2+]Cl)c1ccccc1
Multiplicity: 1

Atom charges from the Löwdin analysis, given in e for atoms 1 to 5:
1 C -0.223
2 Si 0.559
3 C -0.208
4 C -0.258
5 C -0.255

---

ORCA calculation (wB97M-V/def2-TZVPD) on a 2-piece molecular cluster, C16H29N4O12P overall in a non-equilibrium geometry.

```
62
C16H29N4O12P (wB97M-V/def2-TZVPD)
O 2.68 -1.29 -4.37
C 2.57 -0.64 -3.35
N 1.55 -0.91 -2.47
C 1.57 -0.39 -1.17
C 2.56 0.51 -0.81
C 2.75 0.94 0.63
C 1.56 1.71 1.23
O 1.45 2.99 0.61
C 1.69 1.91 2.77
O 0.53 2.63 3.22
C 2.99 2.63 3.20
O 4.05 1.67 3.30
C 2.86 3.32 4.57
O 4.17 3.42 5.16
P 4.21 4.23 6.57
O 5.33 5.16 6.62
O 4.44 3.20 7.73
O 2.89 5.04 6.84
C 3.52 0.92 -1.86
O 4.42 1.72 -1.68
N 3.48 0.33 -3.08
H 0.89 -1.63 -2.74
H 0.85 -0.73 -0.43
H 3.65 1.57 0.71
H 2.94 0.05 1.23
H 0.65 1.14 1.05
H 0.91 3.58 1.18
H 1.69 0.92 3.24
H -0.29 2.11 3.05
H 3.26 3.39 2.45
H 4.78 2.11 3.78
H 2.21 2.74 5.22
H 2.40 4.31 4.42
H 5.36 2.96 7.56
H 3.18 5.57 7.60
H 4.26 0.46 -3.71
C -3.79 -4.90 -2.63
N -2.54 -4.28 -3.07
C -2.19 -2.99 -3.18
O -1.03 -2.76 -3.51
C -3.13 -1.79 -2.92
N -4.58 -2.06 -3.02
C -5.22 -2.30 -4.16
C -6.70 -2.55 -4.07
O -4.65 -2.32 -5.25
C -2.82 -1.09 -1.58
C -2.87 -2.03 -0.38
O -1.55 -0.50 -1.57
H -3.59 -5.93 -2.35
H -4.52 -4.89 -3.44
H -4.19 -4.38 -1.76
H -1.80 -4.90 -3.34
H -2.90 -1.07 -3.71
H -5.12 -2.07 -2.17
H -7.19 -1.67 -3.64
H -6.89 -3.42 -3.45
H -7.09 -2.73 -5.07
H -3.56 -0.30 -1.43
H -3.85 -2.50 -0.30
H -2.69 -1.45 0.53
H -2.10 -2.80 -0.46
H -1.46 0.07 -2.34
```

Gap between HOMO and LUMO: 8.579 eV
Total charge: 0
SMILES: O=c1[nH]cc(C[C@H](O)[C@H](O)[C@H](O)COP(=O)(O)O)c(=O)[nH]1.CNC(=O)[C@@H](NC(C)=O)[C@@H](C)O
Multiplicity: 1

Atom charges from the Löwdin analysis, given in e for atoms 1 to 5:
1 O 0.070
2 C -0.528
3 N 0.142
4 C 0.005
5 C -0.098

---

ORCA calculation (wB97M-V/def2-TZVPD) on a 2-piece molecular cluster, C16H30BClF4N6O3 overall in a non-equilibrium geometry.

```
61
C16H30BClF4N6O3 (wB97M-V/def2-TZVPD)
C -3.90 1.34 2.33
C -3.07 2.50 1.76
C -2.47 2.18 0.36
C -1.28 3.12 0.15
N -0.44 2.82 -1.04
N -0.26 1.45 -1.27
C 0.22 0.44 -0.47
C 0.65 0.66 0.93
C 0.05 -0.35 1.89
O -1.00 -0.90 1.70
Cl 0.98 -0.63 3.35
C 0.21 -0.70 -1.20
C 0.61 -2.12 -0.88
C 1.82 -2.30 0.06
C 3.01 -1.33 -0.16
C 4.32 -2.12 -0.46
C 4.72 -3.06 0.70
N 4.61 -2.49 2.05
N -0.28 -0.35 -2.45
C -0.47 -1.16 -3.64
C -1.85 -1.86 -3.73
N -2.25 -2.32 -2.39
C -0.56 0.95 -2.47
O -1.05 1.67 -3.48
N -2.49 1.39 -3.65
O -3.07 2.36 -3.80
H -3.24 0.61 2.80
H -4.50 1.74 3.15
H -4.53 0.89 1.55
H -2.20 2.60 2.43
H -3.57 3.47 1.78
H -3.25 2.33 -0.40
H -2.21 1.12 0.39
H -0.71 3.21 1.08
H -1.70 4.12 -0.03
H 0.49 3.22 -0.92
H 1.74 0.66 0.97
H 0.35 1.63 1.34
H 0.86 -2.60 -1.83
H -0.30 -2.63 -0.53
H 2.20 -3.31 -0.14
H 1.54 -2.32 1.12
H 2.87 -0.63 -1.00
H 3.19 -0.82 0.79
H 5.10 -1.35 -0.55
H 4.20 -2.67 -1.40
H 5.76 -3.41 0.59
H 4.06 -3.94 0.69
H 4.75 -1.48 2.05
H 3.68 -2.67 2.41
H -0.35 -0.54 -4.54
H 0.32 -1.92 -3.69
H -2.57 -1.16 -4.17
H -1.79 -2.69 -4.43
H -2.61 -3.27 -2.42
H -2.96 -1.68 -2.05
B -0.27 2.87 4.17
F 0.34 2.41 2.96
F 0.49 2.44 5.26
F -0.35 4.27 4.14
F -1.57 2.31 4.23
```

Gap between HOMO and LUMO: 7.484 eV
Total charge: 0
Multiplicity: 1

Atom charges from the Löwdin analysis, given in e for atoms 1 to 5:
1 C -0.095
2 C -0.240
3 C -0.184
4 C -0.169
5 N 0.070

---

ORCA calculation (wB97M-V/def2-TZVPD) on C16H30BrN4PdS2SiTe as an isolated structure.

```
56
C16H30BrN4PdS2SiTe (wB97M-V/def2-TZVPD)
Pd 1.13 0.68 1.05
C -2.41 -3.52 3.76
C -1.23 -2.72 4.16
N -1.03 -2.18 5.32
N 0.16 -1.52 5.17
C 0.69 -1.62 3.94
S 2.09 -0.95 3.32
N -0.22 -2.40 3.30
N -0.11 -2.85 1.97
H -3.02 -3.71 4.64
H -2.10 -4.46 3.31
H -3.01 -2.97 3.03
H 0.54 -0.96 5.91
H -0.93 -2.50 1.47
H 0.67 -2.33 1.58
Te -1.35 0.31 1.66
C -1.98 2.31 1.60
C -3.27 2.78 1.63
C -3.34 4.20 1.57
C -2.11 4.78 1.49
S -0.87 3.60 1.51
H -4.13 2.13 1.68
H -4.27 4.76 1.57
H -1.88 5.83 1.42
C 2.08 2.15 -2.02
Si 1.14 0.69 -1.28
C -0.54 0.71 -2.26
C -0.28 0.96 -3.76
C -1.35 -0.58 -2.12
C -1.41 1.88 -1.81
C 2.16 -0.92 -1.69
C 2.00 -1.36 -3.15
C 1.73 -2.07 -0.78
C 3.66 -0.68 -1.47
H 2.27 1.98 -3.08
H 3.03 2.30 -1.50
H 1.51 3.08 -1.92
H 0.31 0.18 -4.24
H 0.21 1.91 -3.94
H -1.25 0.99 -4.28
H -0.83 -1.44 -2.55
H -2.30 -0.48 -2.66
H -1.58 -0.80 -1.08
H -0.87 2.83 -1.82
H -1.79 1.74 -0.80
H -2.27 1.98 -2.48
H 0.98 -1.65 -3.41
H 2.64 -2.23 -3.33
H 2.32 -0.58 -3.85
H 0.66 -2.28 -0.86
H 1.97 -1.84 0.26
H 2.27 -2.99 -1.05
H 4.04 0.13 -2.10
H 4.21 -1.59 -1.72
H 3.88 -0.41 -0.43
Br 3.36 1.71 1.14
```

Energy relative to the best compared isomer or geometry (same formula, charge and spin): 50.2 kJ/mol
Gap between HOMO and LUMO: 6.552 eV
Total charge: -1
Multiplicity: 1

Atom charges from the Löwdin analysis, given in e for atoms 1 to 5:
1 Pd -0.090
2 C -0.011
3 C -0.377
4 N 0.110
5 N 0.019

---

ORCA calculation (wB97M-V/def2-TZVPD) on C16H30N2O3PtSi2 as an isolated structure in a non-equilibrium geometry.

```
54
C16H30N2O3PtSi2 (wB97M-V/def2-TZVPD)
Pt -0.73 -0.06 0.00
C 0.67 3.75 0.20
Si 2.11 1.13 -0.60
C 2.11 1.29 -2.41
C 3.50 1.99 0.20
C 1.48 -0.39 0.13
C 1.44 -0.47 1.67
C 2.53 -0.44 2.53
C 2.28 -0.54 3.89
C 0.97 -0.67 4.35
C -0.05 -0.68 3.43
N 0.20 -0.59 2.12
Si 1.22 -2.04 -0.79
C 2.71 -3.10 -0.66
C 0.81 -1.82 -2.58
C -0.26 -2.80 0.07
H 0.50 4.33 -0.70
H 1.67 3.91 0.60
H -0.09 3.89 0.96
H 2.37 2.31 -2.70
H 1.16 1.01 -2.85
H 2.88 0.64 -2.83
H 3.68 2.98 -0.23
H 4.40 1.39 0.02
H 3.38 2.09 1.29
H 3.54 -0.36 2.15
H 3.11 -0.53 4.59
H 0.76 -0.75 5.41
H -1.09 -0.76 3.71
H 3.55 -2.63 -1.18
H 2.58 -4.10 -1.10
H 2.99 -3.24 0.38
H 1.65 -1.47 -3.18
H -0.05 -1.16 -2.75
H 0.54 -2.81 -2.97
H -0.07 -3.04 1.11
H -0.47 -3.72 -0.49
H -1.26 -2.30 0.07
C -1.44 2.46 -1.30
C -0.49 1.61 -0.54
O 0.66 2.29 -0.14
H -0.87 2.91 -2.12
H -1.85 3.28 -0.70
H -2.25 1.85 -1.67
N -5.99 -0.53 -1.07
C -5.15 -0.57 0.19
C -3.72 -0.26 -0.22
O -2.90 -0.29 0.75
O -3.51 -0.03 -1.42
H -6.42 -1.43 -1.28
H -5.31 -0.29 -1.81
H -6.72 0.17 -1.03
H -5.22 -1.57 0.63
H -5.53 0.16 0.90
```

Energy relative to the best compared isomer or geometry (same formula, charge and spin): 49.9 kJ/mol
Gap between HOMO and LUMO: 7.921 eV
Total charge: +2
Multiplicity: 1

Atom charges from the Löwdin analysis, given in e for atoms 1 to 5:
1 Pt 1.260
2 C 0.088
3 Si 0.544
4 C -0.128
5 C -0.137

---

ORCA calculation (wB97M-V/def2-TZVPD) on C16H30N2OS in the gas phase.

```
50
C16H30N2OS (wB97M-V/def2-TZVPD)
O -1.97 -3.37 -1.21
C -0.77 -3.34 -0.47
C -0.76 -2.26 0.60
C -0.93 -0.85 0.00
C 0.44 -0.29 -0.42
N 1.24 0.00 0.76
C 2.66 0.23 0.54
C 3.36 -1.10 0.21
C 4.87 -0.96 0.27
S 5.47 0.18 -1.02
C 4.47 1.62 -0.53
C 2.99 1.29 -0.53
C 0.57 1.02 1.54
C -0.77 0.44 2.02
N -1.63 0.00 0.95
C -2.62 0.93 0.45
C -3.89 0.20 -0.05
C -4.35 0.93 -1.31
C -3.60 2.26 -1.28
C -2.24 1.87 -0.71
H -2.70 -3.48 -0.60
H -0.59 -4.33 -0.01
H 0.02 -3.17 -1.21
H -1.59 -2.44 1.30
H 0.17 -2.31 1.16
H -1.55 -0.94 -0.89
H 0.95 -1.04 -1.02
H 0.30 0.61 -1.03
H 3.05 0.58 1.50
H 3.08 -1.44 -0.79
H 3.03 -1.85 0.93
H 5.36 -1.91 0.08
H 5.19 -0.57 1.24
H 4.70 2.39 -1.26
H 4.81 1.94 0.45
H 2.70 0.92 -1.52
H 2.42 2.20 -0.32
H 1.18 1.27 2.41
H 0.39 1.94 0.96
H -1.29 1.17 2.63
H -0.54 -0.43 2.65
H -2.90 1.55 1.31
H -4.66 0.22 0.73
H -3.67 -0.85 -0.25
H -4.06 0.37 -2.20
H -5.43 1.07 -1.34
H -3.52 2.72 -2.27
H -4.10 2.96 -0.61
H -1.66 2.73 -0.38
H -1.67 1.33 -1.47
```

Energy relative to the best compared isomer or geometry (same formula, charge and spin): 10.6 kJ/mol
Gap between HOMO and LUMO: 8.634 eV
Total charge: 0
SMILES: OCC[C@@H]1CN(C2CCSCC2)CCN1C1CCCC1
Multiplicity: 1

Atom charges from the Löwdin analysis, given in e for atoms 1 to 5:
1 O -0.070
2 C -0.268
3 C -0.129
4 C -0.281
5 C -0.126

---

ORCA calculation (wB97M-V/def2-TZVPD) on C16H30O3RuSi2 as an isolated structure.

```
52
C16H30O3RuSi2 (wB97M-V/def2-TZVPD)
Ru 0.35 -0.41 0.32
C 3.40 -1.01 0.10
O 2.42 -0.44 1.00
C 2.58 -0.91 2.34
C 1.58 -0.19 3.21
O 0.26 -0.31 2.69
C -0.59 -1.35 3.17
C -0.52 -2.57 2.28
O -0.80 -2.15 0.94
C -0.89 -3.26 0.03
H 4.39 -0.94 0.56
H 3.38 -0.43 -0.81
H 3.16 -2.05 -0.10
H 3.59 -0.70 2.69
H 2.44 -2.00 2.35
H 1.81 0.87 3.19
H 1.63 -0.55 4.24
H -1.60 -0.95 3.13
H -0.36 -1.61 4.20
H -1.28 -3.29 2.60
H 0.45 -3.06 2.30
H -1.58 -4.00 0.45
H 0.09 -3.71 -0.11
H -1.27 -2.89 -0.91
C -0.41 -1.69 -2.99
Si 0.31 -0.25 -2.04
C 1.96 0.17 -2.83
C -0.83 1.24 -2.25
C -1.20 1.64 -3.54
C -2.02 2.74 -3.75
C -2.49 3.47 -2.67
C -2.13 3.09 -1.38
C -1.30 1.98 -1.15
Si -0.90 1.56 0.62
C -2.44 1.17 1.59
C 0.06 2.90 1.48
H -0.38 -1.46 -4.06
H -1.46 -1.86 -2.73
H 0.14 -2.62 -2.85
H 1.76 0.56 -3.83
H 2.61 -0.70 -2.95
H 2.50 0.95 -2.29
H -0.85 1.08 -4.40
H -2.29 3.02 -4.76
H -3.13 4.33 -2.82
H -2.51 3.68 -0.55
H -3.12 2.03 1.51
H -2.24 1.01 2.65
H -2.97 0.30 1.19
H -0.54 3.81 1.45
H 1.01 3.11 0.98
H 0.25 2.66 2.52
```

<S²>: 0.788
Energy relative to the best compared isomer or geometry (same formula, charge and spin): 73.2 kJ/mol
Gap between HOMO and LUMO (alpha / beta): 7.784 / 7.990 eV
Total charge: +1
Multiplicity: 2

Atom charges from the Löwdin analysis, given in e for atoms 1 to 5:
1 Ru 0.893
2 C -0.044
3 O -0.317
4 C -0.165
5 C -0.142

---

ORCA calculation (wB97M-V/def2-TZVPD) on C16H31CdNOP2 as an isolated structure in a non-equilibrium geometry.

```
52
C16H31CdNOP2 (wB97M-V/def2-TZVPD)
P 0.48 -1.64 -0.99
P 0.81 1.80 -0.33
C 0.44 -0.26 -2.23
C 1.38 0.88 -1.88
H -0.62 0.07 -2.31
H 0.73 -0.70 -3.19
H 2.41 0.54 -1.65
H 1.40 1.61 -2.69
C -0.05 3.09 -1.42
H -0.47 3.90 -0.82
H -0.85 2.69 -2.07
H 0.73 3.53 -2.06
C 2.07 2.99 0.27
H 1.97 3.93 -0.29
H 3.09 2.54 0.17
H 1.85 3.13 1.36
C -0.46 -2.77 -2.12
H -0.74 -3.70 -1.62
H 0.14 -3.00 -3.01
H -1.39 -2.27 -2.45
C 2.15 -2.31 -0.91
H 2.90 -1.51 -0.87
H 2.32 -2.94 -1.79
H 2.24 -2.92 0.00
Cd 3.31 0.36 1.15
C -1.80 1.26 0.19
C -2.51 0.81 -0.85
C -3.74 -0.02 -0.63
C -3.57 -1.21 0.39
C -2.43 -2.10 0.13
C -1.11 -1.94 0.57
C -0.62 -0.81 1.48
C -1.41 0.52 1.50
C 3.13 -1.24 2.48
H -1.60 2.36 0.29
H -2.37 1.21 -1.86
H -4.10 -0.39 -1.61
H -4.53 0.65 -0.21
H -3.60 -0.85 1.43
H -4.48 -1.79 0.25
H -2.67 -3.01 -0.42
H -0.59 -2.91 0.77
H 0.43 -0.59 1.18
H -0.48 -1.15 2.53
H -2.34 0.39 2.05
H -0.78 1.21 2.09
H 4.02 -1.82 2.68
H 2.32 -1.76 1.97
H 2.80 -0.75 3.39
O 1.57 2.69 5.00
C 2.08 2.31 3.99
N 2.57 1.89 2.97
```

Energy relative to the best compared isomer or geometry (same formula, charge and spin): 453.1 kJ/mol
Gap between HOMO and LUMO: 4.885 eV
Total charge: 0
Multiplicity: 1

Atom charges from the Löwdin analysis, given in e for atoms 1 to 5:
1 P 0.893
2 P 0.890
3 C -0.388
4 C -0.429
5 H 0.061

---

ORCA calculation (wB97M-V/def2-TZVPD) on C16H31F3P2Pd as an isolated structure in a non-equilibrium geometry.

```
53
C16H31F3P2Pd (wB97M-V/def2-TZVPD)
P 3.92 2.78 -3.42
P 4.81 -0.36 -3.29
C 5.59 2.26 -4.06
C 5.64 0.80 -4.48
H 6.33 2.52 -3.29
H 5.72 2.89 -4.95
H 5.19 0.61 -5.46
H 6.68 0.46 -4.47
C 6.18 -0.34 -2.04
H 6.00 -1.11 -1.28
H 6.28 0.65 -1.56
H 7.08 -0.57 -2.61
C 5.16 -1.92 -4.16
H 6.25 -1.95 -4.29
H 4.65 -1.88 -5.13
H 4.80 -2.76 -3.55
C 4.25 4.54 -3.14
H 3.31 5.03 -2.85
H 4.64 4.93 -4.10
H 5.00 4.63 -2.35
C 3.14 2.83 -5.10
H 3.09 1.84 -5.56
H 3.80 3.49 -5.68
H 2.13 3.27 -5.02
Pd 0.42 -0.09 -0.37
C 2.15 -1.22 -1.74
C 2.86 -0.59 -0.72
C 3.61 0.71 -0.70
C 2.95 2.05 -0.35
C 1.73 2.46 -1.14
C 1.14 1.83 -2.20
C 1.75 0.88 -3.15
C 1.66 -0.66 -3.05
C -1.15 1.05 0.07
H 1.90 -2.28 -1.60
H 3.07 -1.25 0.15
H 4.13 0.90 -1.66
H 4.43 0.60 0.02
H 2.66 2.05 0.72
H 3.78 2.80 -0.45
H 1.12 3.18 -0.56
H 0.11 2.14 -2.43
H 2.86 0.99 -3.10
H 1.43 1.12 -4.17
H 0.61 -1.02 -3.18
H 2.22 -1.04 -3.94
H -2.04 0.42 -0.12
H -1.20 1.95 -0.54
H -1.15 1.32 1.13
F -0.58 -1.31 2.09
C -0.14 -1.69 0.85
F 0.90 -2.58 1.05
F -1.16 -2.41 0.27
```

<S²>: 6.011
Energy relative to the best compared isomer or geometry (same formula, charge and spin): 276.2 kJ/mol
Gap between HOMO and LUMO (alpha / beta): 5.456 / 4.473 eV
Total charge: +2
Multiplicity: 5

Atom charges from the Löwdin analysis, given in e for atoms 1 to 5:
1 P 1.051
2 P 1.064
3 C -0.340
4 C -0.342
5 H 0.108